Density functional theory data (the ωB97M-V functional and the def2-TZVPD basis) for C21H40F3N4O11STi2V as an isolated structure.

Element x y z (Å)
V  -14.0737  3.6339  -6.1323
Ti  -11.6236  7.4443  -6.9892
Ti  -11.5686  3.6584  -8.8015
C  -15.5470  6.5516  -9.8265
F  -16.0735  7.5499  -9.1319
F  -16.4284  5.5716  -9.9343
F  -15.1443  6.9721  -10.9948
S  -14.1474  5.9099  -8.7842
O  -14.7878  5.0714  -7.7662
O  -13.3243  5.0574  -9.6513
O  -13.4664  7.1112  -8.2989
C  -13.8459  10.4898  -8.8992
C  -14.9270  11.1717  -8.0845
O  -15.0671  12.3757  -8.1290
N  -15.6051  10.3821  -7.1973
C  -16.6661  10.8496  -6.2958
H  -13.2158  11.1577  -9.4692
H  -14.3580  9.8645  -9.6524
H  -13.2604  9.7387  -8.3516
H  -15.3748  9.4035  -7.1943
H  -16.5798  11.9278  -6.1974
H  -16.5433  10.3963  -5.3147
H  -17.6427  10.5952  -6.7063
C  -15.8249  7.1310  -5.2270
C  -16.8127  7.1297  -4.0555
O  -17.7370  7.9009  -4.0812
N  -16.5284  6.2990  -3.0098
C  -17.5318  6.0099  -1.9874
H  -15.4290  6.1333  -5.4803
H  -15.0395  7.8830  -5.1558
H  -16.4058  7.3628  -6.1249
H  -15.7752  5.6532  -3.1528
H  -18.4501  6.5380  -2.2065
H  -17.1426  6.3970  -1.0419
H  -17.6453  4.9419  -1.8173
C  -18.2476  3.9781  -5.6365
C  -17.2957  3.2966  -6.5715
O  -16.0861  3.0641  -6.2152
N  -17.7303  2.9712  -7.7681
C  -16.9110  2.4193  -8.8344
H  -19.2524  3.5988  -5.8150
H  -18.1782  5.0645  -5.6275
H  -17.9757  3.6597  -4.6269
H  -18.6328  3.3659  -7.9986
H  -16.7275  1.3597  -8.6515
H  -15.9442  2.9194  -8.9141
H  -17.4193  2.5199  -9.7879
C  -10.9872  11.4626  -11.8300
C  -10.5364  10.0338  -11.6806
O  -9.3946  9.6581  -11.8134
N  -11.5387  9.1152  -11.3202
C  -11.1669  7.9318  -10.6679
H  -11.9436  11.4830  -12.3678
H  -10.2690  12.0043  -12.4340
H  -11.1909  11.9161  -10.8624
H  -12.4975  9.2912  -11.5551
H  -11.0707  8.0241  -9.5532
H  -10.2011  7.5920  -11.0470
H  -11.8715  7.1315  -10.9060
O  -21.9418  7.1265  -11.2537
C  -20.8576  6.9381  -11.6727
O  -20.5150  5.7284  -12.2393
C  -19.1460  5.7055  -12.5794
C  -18.5078  6.9088  -11.8601
C  -19.7007  7.8890  -11.8456
H  -18.9747  5.8495  -13.6528
H  -18.6528  4.7629  -12.3342
H  -17.6566  7.3095  -12.4082
H  -18.2449  6.6025  -10.8497
H  -19.7132  8.4302  -12.7907
H  -19.5883  8.6156  -11.0464
O  -13.6214  5.1279  -16.3934
C  -14.0030  4.7804  -15.3391
O  -13.1072  4.5973  -14.2943
C  -13.7595  4.5741  -13.0565
C  -15.2019  4.0896  -13.3761
C  -15.4253  4.6534  -14.8010
H  -13.9047  5.5720  -12.6125
H  -13.2616  3.9169  -12.3414
H  -15.9349  4.3953  -12.6289
H  -15.1612  2.9971  -13.3911
H  -15.9480  5.5963  -14.6862
H  -15.9366  3.8622  -15.3409

Force components x, y, z for each atom (eV/Å):
V -2.3745 0.1686 -1.4454
Ti -0.6872 0.1601 -1.0621
Ti -1.1230 0.7685 -0.2384
C -0.7439 0.3434 0.4577
F 0.0461 -0.1070 -0.0865
F 0.3616 -0.1151 -0.1065
F 0.2656 -0.1611 0.0667
S 0.3055 -0.6498 -0.2684
O 0.3862 0.0193 1.0519
O 1.1852 -0.4358 0.2429
O 0.6339 -0.2645 0.7804
C -0.7656 -1.3849 -0.9111
C 0.6524 1.1907 1.1162
O -0.2551 -0.4566 -0.3384
N 0.1378 -0.3468 -0.1075
C 0.2792 -0.0078 -0.4173
H 0.0776 0.3826 0.3533
H 0.0342 0.1746 0.0190
H 0.1489 0.3473 0.2981
H -0.1677 -0.0163 -0.0543
H -0.0126 0.0152 -0.0671
H -0.0548 -0.0513 0.0016
H -0.0531 0.0816 0.1368
C -0.3697 -0.5461 -0.8069
C 0.7280 0.2178 0.3571
O -0.4490 0.0075 -0.0891
N -0.4940 -0.1456 -1.0698
C 0.9934 0.4047 1.0827
H 0.3263 0.0374 0.4615
H 0.0453 -0.0526 0.3321
H -0.0767 0.2639 0.1637
H 0.0527 -0.0991 0.2231
H -0.1467 -0.1592 -0.2016
H -0.2758 0.0794 0.0300
H -0.2726 -0.0694 -0.4057
C 0.2800 -0.9569 0.7154
C 0.3508 0.5750 -0.1729
O 1.4301 0.2530 0.1656
N 0.2819 0.6779 0.1482
C 0.2731 -0.5062 -0.1038
H -0.1373 0.4331 -0.0709
H -0.0820 0.0458 -0.4187
H -0.0535 0.0177 -0.0269
H -0.1536 -0.4008 -0.0961
H -0.0775 0.0244 -0.0316
H -0.1197 0.1536 0.1624
H -0.1739 0.0179 0.0689
C -0.6648 -0.5338 -0.7727
C 0.2974 0.1401 -0.1752
O -0.3756 0.0769 0.4560
N 0.2332 0.6792 0.1881
C 0.0323 -1.1352 -0.7665
H 0.0730 0.0237 0.0265
H 0.1493 0.1874 0.2799
H 0.3408 0.0850 0.0818
H -0.0715 0.2239 0.1695
H -0.0463 0.0673 0.2942
H 0.1499 0.1772 0.2091
H -0.1395 0.0031 0.2808
O -0.5686 0.1582 0.6200
C -0.0349 0.1049 -1.2579
O 0.2420 -0.3083 0.3849
C 1.1490 0.6671 -0.5556
C -0.7280 -0.0775 -0.3474
C 1.4895 -0.2746 0.6213
H -0.5150 -0.1169 -0.0553
H -0.4360 -0.1689 0.2604
H 0.1585 -0.0976 0.1496
H 0.0452 0.2726 0.0986
H -0.4825 -0.1019 -0.0776
H -0.4496 0.0510 0.0495
O 0.0687 -0.2420 -0.8220
C -0.3181 1.0647 0.9363
O 0.4912 -0.0307 0.2359
C -1.8751 0.0956 0.1523
C 0.9546 -0.4418 -0.0403
C 0.4128 -1.4872 1.4788
H 0.7682 0.0636 -0.1971
H 0.2656 0.0105 -0.1696
H -0.0246 0.1132 -0.0769
H -0.2810 0.0414 -0.1162
H -0.0416 0.1411 -0.8178
H -0.4244 0.6407 -0.5637

Values from the calculation:
Net charge   +3
Spin multiplicity   10
Total energy   -141780.5452 eV
Molar mass   760.31 g/mol

In the Mulliken picture, each atom carries the following charge in e: 0.9266 0.8197 0.9458 0.4019 -0.1822 -0.1065 -0.1199 -0.5468 0.2346 -0.1424 0.4744 -0.0610 0.3993 -0.5969 -0.0277 -0.9684 0.2644 0.0184 -0.0545 -0.0082 0.3799 0.3138 0.2983 -0.0540 0.2938 -0.5783 -0.1206 -0.9886 -0.2255 0.5505 0.0637 0.1670 0.3650 0.3499 0.3298 -1.2880 0.8937 -0.8150 -0.0403 -0.8286 0.4444 0.3068 0.3542 0.2897 0.3424 0.0947 0.3660 -1.1058 0.6611 -0.5590 -0.1025 -0.1519 0.3800 0.3316 0.2467 0.2605 -0.3726 0.4902 0.0317 -0.4816 0.3912 -0.3574 -0.3997 0.2441 -0.6277 0.2409 0.2124 0.4490 -0.3577 0.3276 0.3385 -0.4582 0.3365 -0.4048 0.2876 -0.3273 -0.3762 -0.1394 0.0744 0.0200 0.3758 0.2504 0.3366